Entry 1:
{
  "formula": "C6H41NO14",
  "method": "ωB97M-V/def2-TZVPD",
  "symbols": ["C", "C", "C", "C", "C", "N", "C", "H", "H", "H", "H", "H", "H", "H", "H", "H", "H", "H", "H", "H", "H", "H", "O", "H", "H", "O", "H", "H", "O", "H", "H", "O", "H", "H", "O", "H", "H", "O", "H", "H", "O", "H", "H", "O", "H", "H", "O", "H", "H", "O", "H", "H", "O", "H", "H", "O", "H", "H", "O", "H", "H", "O"],
  "positions_angstrom": [[1.772, 1.657, -2.012], [0.731, 1.243, -0.984], [0.922, -0.234, -0.568], [0.171, -0.643, 0.650], [-1.002, -1.394, 0.527], [-1.667, -1.884, 1.574], [0.736, -0.345, 1.992], [2.780, 1.644, -1.597], [1.750, 1.021, -2.890], [1.582, 2.676, -2.359], [-0.272, 1.381, -1.394], [0.814, 1.891, -0.115], [0.670, -0.875, -1.408], [1.975, -0.388, -0.361], [-1.392, -1.682, -0.436], [-1.599, -1.358, 2.448], [-2.646, -2.109, 1.387], [0.897, -1.268, 2.564], [0.055, 0.275, 2.587], [1.673, 0.197, 1.920], [-2.234, 1.019, 2.462], [-2.625, 0.912, 3.920], [-2.696, 0.413, 3.089], [-3.880, -0.245, 1.941], [-5.244, -0.493, 1.195], [-4.297, -0.648, 1.147], [1.457, 3.851, 2.030], [1.990, 2.403, 1.764], [1.187, 2.919, 2.020], [4.216, 2.268, 0.905], [3.635, 0.891, 0.506], [3.527, 1.637, 1.141], [-1.657, 2.982, 2.937], [-0.207, 2.648, 3.323], [-1.113, 2.700, 3.685], [-3.339, -0.080, -0.268], [-3.153, 1.185, -1.190], [-2.734, 0.340, -0.919], [-1.827, 1.245, 0.371], [-0.704, 2.101, 1.056], [-1.671, 1.983, 1.010], [0.676, -4.372, -1.972], [0.494, -3.686, -0.591], [0.601, -3.508, -1.552], [2.158, -2.557, -1.890], [2.457, -1.627, -3.039], [2.894, -2.039, -2.269], [-1.677, -1.062, -2.621], [-0.905, -2.409, -2.611], [-1.211, -1.694, -3.184], [-2.847, 2.981, -0.143], [-2.889, 3.640, -1.547], [-3.364, 3.031, -0.969], [1.152, -0.318, -4.825], [0.400, -1.295, -3.888], [1.274, -1.112, -4.296], [3.773, -0.903, -1.272], [5.055, -0.880, -0.410], [4.308, -0.325, -0.668], [1.136, -3.809, 1.559], [-0.427, -3.714, 1.435], [0.362, -4.175, 1.108]],
  "homo_energy_ev": [-13.3, -13.7],
  "total_charge": 1,
  "total_energy_ev": -37038.733,
  "e_above_lowest_kcal_mol": 0.0,
  "gap_ha": [0.3873, 0.2702],
  "spin_multiplicity": 2
}

Entry 2:
{
  "formula": "C6H41NO14",
  "method": "ωB97M-V/def2-TZVPD",
  "symbols": ["C", "N", "C", "C", "C", "C", "C", "O", "H", "H", "H", "H", "H", "H", "H", "H", "H", "H", "H", "H", "H", "H", "H", "H", "H", "O", "H", "H", "O", "H", "H", "O", "H", "H", "O", "H", "H", "O", "H", "H", "O", "H", "H", "O", "H", "H", "O", "H", "H", "O", "H", "H", "O", "H", "H", "O", "H", "H", "O", "H", "H", "O"],
  "positions_angstrom": [[1.739, 2.153, 0.855], [1.599, 0.979, -0.013], [0.175, 0.482, -0.080], [0.083, -0.787, -0.884], [0.812, -0.811, -2.182], [0.487, -2.138, -2.781], [-0.563, 0.367, 1.288], [-0.642, 1.427, 2.231], [2.517, 2.927, 0.582], [2.049, 1.817, 1.827], [0.822, 2.821, 1.045], [2.068, 0.135, 0.425], [-0.335, 1.251, -0.707], [-1.023, -0.960, -1.054], [0.403, -1.648, -0.195], [1.938, -0.725, -2.175], [0.427, 0.044, -2.924], [-0.441, -2.545, -2.364], [0.297, -2.098, -3.878], [1.314, -2.894, -2.968], [-1.596, -0.078, 1.153], [0.061, -0.331, 1.928], [-1.557, 1.834, 2.042], [-1.280, -3.635, 0.042], [-0.563, -4.842, 0.719], [-1.415, -4.516, 0.368], [-2.639, 3.639, 0.964], [-1.144, 3.306, 0.706], [-1.789, 3.500, 1.343], [-3.350, 1.114, -2.922], [-1.940, 0.739, -3.453], [-2.638, 0.408, -2.859], [1.568, -4.603, 1.432], [1.412, -4.358, -0.008], [1.193, -5.012, 0.644], [-3.146, -2.811, 1.104], [-3.306, -1.602, 0.092], [-2.658, -2.059, 0.628], [-0.331, -2.318, 2.074], [-0.670, -2.064, 3.568], [-0.015, -2.451, 2.966], [1.894, -1.097, 2.533], [2.533, 0.284, 2.641], [2.627, -0.530, 2.172], [1.336, 2.056, 4.479], [0.641, 2.511, 3.196], [1.500, 2.560, 3.684], [-2.886, 0.825, -1.360], [-2.184, 1.989, -0.603], [-2.991, 1.423, -0.556], [1.945, 1.642, -1.736], [2.583, 2.831, -2.536], [1.720, 2.417, -2.292], [-0.168, 1.805, -3.434], [0.038, 0.632, -4.363], [-0.604, 1.332, -4.145], [2.452, -1.886, 1.047], [2.677, -2.140, -0.441], [2.392, -2.575, 0.371], [-0.313, 4.628, -0.466], [0.263, 3.325, -1.107], [-0.520, 3.857, -0.985]],
  "homo_energy_ev": [-12.9, -12.9],
  "total_charge": 1,
  "total_energy_ev": -37032.210,
  "e_above_lowest_kcal_mol": 150.4,
  "gap_ha": [0.3680, 0.1688],
  "spin_multiplicity": 2
}

Entry 3:
{
  "formula": "C6H4AlCeCl2N2O3",
  "method": "ωB97M-V/def2-TZVPD",
  "symbols": ["Al", "Ce", "Cl", "Cl", "C", "C", "C", "O", "O", "O", "N", "C", "C", "C", "N", "H", "H", "H", "H"],
  "positions_angstrom": [[3.919, -5.221, -4.214], [0.016, -0.196, 0.007], [3.237, -6.361, -2.460], [-1.035, 0.769, -2.103], [0.265, 1.781, 0.623], [5.149, -6.594, -4.830], [4.566, -4.152, -5.746], [0.442, 2.900, 0.991], [5.867, -7.439, -5.134], [4.951, -3.509, -6.639], [-3.073, -0.803, 1.140], [-3.760, -1.505, 2.055], [-2.862, -2.197, 2.847], [-1.583, -1.892, 2.382], [-1.663, -1.003, 1.295], [-3.400, -0.189, 0.411], [-4.819, -1.487, 2.115], [-3.086, -2.846, 3.673], [-0.629, -2.223, 2.735]],
  "homo_energy_ev": [-21.0, -21.0],
  "total_charge": 4,
  "total_energy_ev": -59933.221,
  "e_above_lowest_kcal_mol": 54.8,
  "gap_ha": [0.1658, 0.1661],
  "spin_multiplicity": 2
}

Entry 4:
{
  "formula": "C6H4BrClN2O5SW",
  "method": "ωB97M-V/def2-TZVPD",
  "symbols": ["W", "O", "C", "C", "C", "N", "C", "Br", "C", "H", "H", "H", "H", "O", "Cl", "O", "O", "O", "S", "C", "N"],
  "positions_angstrom": [[-0.207, 0.403, 0.147], [-4.206, -1.859, -3.982], [-3.393, -1.248, -3.161], [-3.301, 0.149, -3.025], [-2.417, 0.681, -2.128], [-1.609, -0.102, -1.368], [-1.722, -1.437, -1.519], [-0.491, -2.290, -0.333], [-2.565, -2.071, -2.366], [-4.762, -1.263, -4.508], [-3.925, 0.806, -3.615], [-2.326, 1.748, -1.985], [-2.615, -3.148, -2.450], [-0.030, 1.768, 1.992], [-0.187, 0.461, 2.654], [-0.122, 0.423, 4.025], [0.838, -0.349, 1.859], [-1.422, -0.040, 1.997], [1.897, 4.094, -1.408], [1.172, 2.812, -1.065], [0.579, 1.751, -0.780]],
  "homo_energy_ev": [-16.5, -16.3],
  "total_charge": 2,
  "total_energy_ev": -114703.412,
  "e_above_lowest_kcal_mol": 26.4,
  "gap_ha": [0.2603, 0.2531]
}

Entry 5:
{
  "formula": "C6H4Cl2F3O2",
  "method": "ωB97M-V/def2-TZVPD",
  "symbols": ["C", "C", "C", "C", "C", "C", "O", "O", "F", "F", "F", "Cl", "Cl", "H", "H", "H", "H"],
  "positions_angstrom": [[-1.409, 2.060, 0.229], [-0.877, 1.165, -0.830], [-0.208, -0.048, -0.334], [1.172, -0.037, -0.064], [-1.030, -0.657, 0.752], [2.040, -1.203, 0.346], [-2.262, 1.302, -0.485], [-1.390, 3.004, 0.926], [1.842, -2.404, -0.182], [3.333, -0.911, 0.152], [1.893, -1.498, 1.757], [-0.827, -1.137, -2.201], [1.991, 1.060, -1.258], [-0.503, 1.524, -1.805], [-0.505, -1.471, 1.263], [-2.072, -0.819, 0.257], [-1.187, 0.070, 1.477]],
  "homo_energy_ev": -4.4,
  "total_charge": -1,
  "total_energy_ev": -43579.027,
  "e_above_lowest_kcal_mol": 45.1,
  "gap_ha": 0.2861
}

Entry 6:
{
  "formula": "C6H4Cl2HoN2O3Yb",
  "method": "ωB97M-V/def2-TZVPD",
  "symbols": ["Yb", "Ho", "Cl", "Cl", "C", "C", "C", "O", "O", "O", "N", "C", "C", "C", "N", "H", "H", "H", "H"],
  "positions_angstrom": [[0.207, -1.343, -3.756], [-0.070, -0.652, 0.353], [-1.103, 0.655, -3.516], [1.358, -2.130, -1.399], [-0.866, -1.998, 2.189], [-0.454, -0.252, -6.098], [0.267, -2.699, -6.141], [-1.086, -2.457, 3.229], [-0.574, -0.022, -7.239], [0.071, -2.668, -7.335], [1.158, 0.699, 2.987], [1.014, 1.659, 3.971], [-0.156, 2.360, 3.669], [-0.733, 1.739, 2.550], [0.094, 0.754, 2.080], [1.577, -0.270, 3.187], [1.652, 1.833, 4.874], [-0.630, 3.177, 4.227], [-1.726, 1.615, 2.168]],
  "homo_energy_ev": [-22.9, -22.9],
  "total_charge": 4,
  "total_energy_ev": -97735.487,
  "gap_ha": [0.2461, 0.2154],
  "spin_multiplicity": 6
}

Entry 7:
{
  "formula": "C6H4ClF2N",
  "method": "ωB97M-V/def2-TZVPD",
  "symbols": ["F", "C", "Cl", "C", "F", "N", "C", "C", "C", "C", "H", "H", "H", "H"],
  "positions_angstrom": [[3.745, 0.578, -0.007], [2.598, -0.079, -0.033], [2.701, -1.671, -0.485], [1.415, 0.550, 0.091], [1.374, 1.841, 0.390], [0.127, 0.010, -0.084], [-0.859, 0.744, -0.769], [-2.102, 0.331, -0.415], [-1.919, -0.761, 0.503], [-0.554, -0.938, 0.660], [-0.463, 1.699, -1.406], [-3.101, 0.618, -0.709], [-2.862, -1.236, 0.925], [-0.101, -1.684, 1.339]],
  "homo_energy_ev": -8.8,
  "smiles": "F/C(Cl)=C(\\F)n1cccc1",
  "total_energy_ev": -25732.123,
  "e_above_lowest_kcal_mol": 17.3,
  "gap_ha": 0.3510
}

Entry 8:
{
  "formula": "C6H4F3O3",
  "method": "ωB97M-V/def2-TZVPD",
  "symbols": ["C", "C", "C", "C", "C", "C", "O", "O", "O", "F", "F", "F", "H", "H", "H", "H"],
  "positions_angstrom": [[-0.484, 0.404, -0.505], [-1.857, 0.170, -0.890], [0.050, 1.628, -0.437], [0.159, -0.914, -0.171], [-1.010, -1.897, -0.320], [1.788, 1.338, 1.125], [0.051, 2.776, -0.701], [-2.725, 0.943, -1.226], [-2.131, -1.173, -0.794], [2.329, 2.541, 1.500], [2.843, 0.636, 0.560], [1.527, 0.675, 2.306], [0.963, -1.137, -0.877], [0.578, -0.937, 0.832], [-0.798, -2.697, -1.039], [-1.283, -2.356, 0.638]],
  "homo_energy_ev": -4.2,
  "total_charge": -1,
  "total_energy_ev": -20582.197,
  "e_above_lowest_kcal_mol": 0.0,
  "gap_ha": 0.2882
}

Entry 9:
{
  "formula": "C6H4F4N2O",
  "method": "ωB97M-V/def2-TZVPD",
  "symbols": ["C", "C", "C", "C", "C", "C", "N", "N", "O", "F", "F", "F", "F", "H", "H", "H", "H"],
  "positions_angstrom": [[-0.345, 1.039, 0.406], [0.753, 1.522, 1.044], [-0.971, 2.127, -0.178], [-1.294, -1.676, -0.780], [-0.947, -1.059, 0.460], [1.797, 0.699, 1.764], [-0.293, 3.236, -0.062], [0.786, 2.855, 0.767], [-0.077, -1.938, -0.074], [-2.082, 2.094, -0.914], [-1.398, -1.179, 1.713], [2.697, 1.365, 2.572], [2.518, 0.000, 0.930], [-1.974, -2.587, -0.797], [-1.131, -1.085, -1.780], [1.279, -0.125, 2.464], [1.579, 3.539, 0.941]],
  "homo_energy_ev": [-6.7, -9.9],
  "total_energy_ev": -22175.395,
  "gap_ha": [0.2759, 0.2531],
  "spin_multiplicity": 3
}